{
  "formula": "C11H33AgN7O7",
  "method": "wB97M-V/def2-TZVPD",
  "symbols": ["C", "H", "H", "H", "C", "C", "Ag", "H", "H", "H", "N", "O", "C", "H", "C", "H", "N", "O", "H", "H", "H", "C", "H", "C", "H", "H", "H", "H", "N", "O", "H", "H", "H", "C", "H", "H", "H", "H", "C", "H", "N", "N", "O", "H", "H", "C", "O", "O", "N", "C", "H", "H", "H", "H", "N", "H", "O", "H", "H"],
  "coordinates": [[2.318, 2.592, -0.080], [0.133, -1.118, 2.888], [4.539, -3.286, -1.961], [-1.192, 3.301, 2.045], [-2.549, -3.725, 0.438], [-2.814, 0.524, 3.612], [0.445, -0.220, -0.878], [-2.005, 0.055, -3.594], [-1.733, 0.616, 3.716], [4.432, -1.978, -3.164], [2.027, -1.034, 1.533], [2.136, 1.430, -0.311], [-0.128, 1.073, -3.972], [3.135, 2.385, 1.747], [2.074, -0.540, 2.712], [1.278, -1.642, 1.235], [2.009, 3.595, -0.830], [-3.223, 1.601, 2.710], [0.947, 0.898, -4.012], [-0.509, 1.788, -4.702], [3.025, 3.997, 1.096], [3.073, -2.076, -1.798], [-2.974, -0.438, 3.125], [-3.091, 1.276, 1.332], [-3.770, 1.875, 0.725], [-1.018, 0.849, 1.322], [-1.684, -2.082, 1.503], [-2.168, -4.512, 1.090], [4.225, -2.373, -2.258], [-0.172, -2.507, 0.102], [1.784, -2.884, -0.556], [-0.266, 1.643, -3.053], [-1.217, -0.703, -4.863], [-0.997, -0.191, -3.927], [-3.453, -3.435, 0.974], [-2.223, 0.606, -0.968], [-3.255, 0.434, 4.605], [2.227, 4.522, -0.495], [-1.214, 2.949, 1.014], [-2.046, 2.101, -1.031], [2.821, 3.011, 1.019], [-1.558, 1.299, -0.657], [3.037, 0.035, 3.189], [2.871, -0.886, 0.999], [-2.005, 3.474, 0.479], [-1.559, -2.451, 0.485], [2.367, -1.170, -2.223], [-2.814, -4.340, -0.786], [2.758, -2.875, -0.825], [-1.715, 1.522, 0.823], [0.969, -0.473, 4.315], [-2.040, -1.663, -0.095], [3.305, -3.716, -0.704], [-3.380, 0.250, 1.108], [0.974, -0.842, 3.375], [-1.089, -1.897, -3.217], [-0.418, -1.210, -3.200], [1.594, 3.468, -1.742], [-0.224, 3.100, 0.584]],
  "homo_ev": -1.640,
  "multiplicity": 1,
  "total_energy_ev": -40702.66156,
  "e_above_lowest_kj_mol": 252.5,
  "total_charge": -1
}

=====

{
  "formula": "C16H49N3O9",
  "method": "wB97M-V/def2-TZVPD",
  "symbols": ["H", "H", "H", "N", "H", "H", "C", "H", "H", "H", "H", "H", "O", "O", "H", "H", "H", "H", "H", "H", "H", "O", "H", "H", "H", "H", "H", "H", "H", "H", "C", "N", "C", "H", "O", "O", "O", "H", "H", "H", "H", "C", "H", "C", "C", "H", "H", "N", "H", "O", "C", "C", "C", "C", "C", "H", "O", "H", "H", "H", "C", "C", "H", "O", "H", "H", "H", "H", "H", "H", "H", "C", "H", "C", "H", "C", "H"],
  "coordinates": [[4.066, 1.760, 2.666], [-1.774, 2.089, 1.493], [-1.189, -3.612, 2.065], [1.365, 1.817, 2.678], [3.601, -2.413, -2.115], [1.739, 1.015, -1.244], [1.024, 2.037, -3.669], [0.324, -3.774, -1.113], [4.119, 0.407, 0.185], [1.459, -4.231, 0.578], [1.593, -0.174, 2.729], [0.475, 2.374, -2.790], [0.545, -3.315, 3.231], [4.458, 2.341, 0.675], [1.705, 4.271, 1.190], [1.429, 2.593, 3.322], [-2.976, -2.409, 0.176], [-1.496, -0.482, 2.436], [2.256, -0.710, 1.478], [2.106, -1.870, -1.509], [0.406, 3.215, 0.594], [-0.294, -3.882, -0.386], [-0.225, -4.946, 2.325], [3.734, 3.357, 2.370], [0.240, 1.668, -4.331], [-1.724, 1.525, -0.436], [-6.116, 0.699, 1.371], [2.011, 3.384, -0.212], [0.964, -2.503, 2.936], [-4.761, -0.515, -1.746], [-3.372, -2.670, -0.806], [3.711, -0.352, -0.342], [0.553, -3.662, 0.786], [-0.998, -1.118, -0.015], [-5.377, -0.709, 0.142], [1.708, -0.974, 2.217], [-2.434, 3.230, -0.056], [-4.465, -4.255, -2.328], [0.384, 1.625, 2.536], [-5.498, -3.090, -0.399], [6.264, 2.244, 1.691], [-0.976, -0.056, 0.229], [2.126, 1.221, 0.863], [3.418, -0.188, -1.797], [-5.933, 0.533, 0.309], [-2.001, 4.080, -0.130], [2.617, -1.547, -3.240], [-5.040, -3.427, -2.392], [0.064, 0.258, 0.320], [1.954, 0.971, -3.405], [2.906, -1.577, -2.189], [1.483, 3.305, 0.738], [5.766, 2.801, 0.897], [-4.868, -2.650, -1.172], [-5.426, -1.196, -1.215], [-6.936, 0.608, -0.111], [-1.594, 0.651, -0.811], [6.366, 2.823, -0.013], [0.835, -2.609, 0.790], [4.302, -1.169, -0.291], [2.468, 1.006, -2.054], [-0.134, -3.877, 2.133], [5.560, 3.795, 1.293], [-1.326, 1.491, 2.096], [-4.675, -2.895, -3.169], [-3.369, 3.438, -0.045], [-5.198, 1.255, -0.047], [-2.731, 0.269, 1.358], [1.523, 2.911, -4.089], [-2.790, -1.993, -1.432], [4.365, -0.053, -2.318], [2.159, 2.121, 1.476], [3.043, 1.925, -1.941], [-1.671, 0.198, 1.602], [-6.460, -1.121, -1.550], [3.614, 2.384, 1.895], [-2.983, -3.677, -0.962]],
  "homo_ev": -9.082,
  "multiplicity": 1,
  "smiles": "COC[C@H](C)N.COC[C@H](C)N.COC[C@H](C)N.OCCO.OCCO.O.O",
  "total_energy_ev": -40281.07745,
  "e_above_lowest_kj_mol": 97.9
}

=====

{
  "formula": "C20H27IrO4S6",
  "method": "wB97M-V/def2-TZVPD",
  "symbols": ["C", "S", "C", "H", "C", "O", "H", "C", "C", "O", "H", "H", "H", "H", "H", "H", "C", "O", "S", "S", "C", "H", "C", "O", "C", "H", "C", "H", "C", "S", "H", "C", "H", "C", "H", "H", "C", "S", "C", "H", "H", "H", "Ir", "H", "H", "H", "C", "H", "C", "H", "H", "C", "H", "C", "C", "S", "H", "H"],
  "coordinates": [[1.098, -2.773, -1.394], [0.555, -1.884, 2.452], [0.577, 3.113, -4.044], [1.238, 5.099, -6.109], [0.417, 2.661, -2.764], [1.659, 3.766, -4.597], [2.845, -2.603, 2.035], [3.045, 0.570, 0.250], [-0.859, 1.353, -1.194], [-1.816, 0.598, -0.915], [-1.958, -3.779, 1.853], [2.736, 1.470, -0.319], [1.040, -4.086, 1.595], [-0.351, -4.445, -1.293], [2.864, -0.118, 3.817], [-2.354, 2.130, -5.535], [2.839, -0.660, -0.600], [0.137, 1.548, -0.398], [1.041, -1.038, -0.702], [1.959, 0.668, 1.766], [-3.840, -0.139, 4.290], [-4.649, 0.603, 4.239], [-2.735, 0.152, 3.288], [0.030, 3.416, -6.223], [-2.575, 2.693, 3.850], [-0.836, -3.120, -2.340], [-1.782, 1.746, -3.479], [-1.016, -4.776, 0.701], [0.164, -3.619, 2.062], [-2.427, -1.166, 2.210], [3.434, -1.545, -0.289], [-1.594, 2.230, -4.775], [-4.273, -1.146, 4.109], [1.323, 4.012, -5.973], [-3.300, 3.318, 3.256], [-2.656, 1.214, -3.164], [-2.121, 1.453, 3.128], [-1.341, -2.563, -0.080], [2.901, -0.542, 2.788], [-3.416, -0.151, 5.333], [-3.134, 2.368, 4.743], [-1.728, 3.346, 4.109], [-0.255, -0.400, 1.015], [3.088, -0.487, -1.658], [3.978, -0.556, 2.475], [2.051, 3.467, -6.598], [-1.059, -3.807, 1.197], [0.004, -4.123, 3.030], [-0.765, 1.987, -2.538], [2.458, -2.363, 3.776], [1.859, -3.347, -0.849], [2.333, -1.922, 2.771], [4.122, 0.673, 0.560], [-0.387, 2.898, -5.022], [-0.290, -3.346, -1.393], [-0.894, 1.780, 1.996], [1.180, 2.786, -2.005], [1.433, -2.615, -2.440]],
  "homo_ev": [-9.460, -10.045],
  "multiplicity": 6,
  "total_energy_ev": -97207.81675,
  "e_above_lowest_kj_mol": 0.0,
  "total_charge": 1
}